Computed, not measured: one molecule with the formula C6H10O, with the ωB97M-V functional and the def2-TZVPD basis.

- E_HOMO (eV) = -9.854
- SMILES = O=CCCC1CC1
- ΔE to the lowest compared entry with this formula, charge and spin (eV) = 0.792

```
! RIJCOSX wB97M-V def2-TZVPD def2/J DEFGRID3
* xyz 0 1
O -0.18791 0.50111 2.39671
C -0.77939 -0.53018 2.17724
C -0.74721 -1.28218 0.86695
C 0.46713 -0.92910 -0.00420
C 0.14369 -0.03953 -1.18849
C -0.45683 1.31785 -0.95397
C 0.95309 1.19682 -1.46066
H -1.40400 -0.98738 2.97142
H -0.81587 -2.35385 1.09128
H -1.68860 -1.02881 0.35482
H 0.94272 -1.84937 -0.35945
H 1.20015 -0.42041 0.63073
H -0.21746 -0.57090 -2.06808
H -1.22252 1.66502 -1.64263
H -0.59115 1.62616 0.08050
H 1.15820 1.46886 -2.49236
H 1.75525 1.43682 -0.76637
*
```

***

Computed, not measured: C6H10O as an isolated structure, with the ωB97M-V functional and the def2-TZVPD basis.

- E_HOMO (eV) = -9.251
- ΔE to the lowest compared entry with this formula, charge and spin (eV) = 3.830

```
! RIJCOSX wB97M-V def2-TZVPD def2/J DEFGRID3
* xyz 0 1
C -1.31004 0.37170 1.21649
C -0.07279 -0.37607 0.71241
C -0.38823 -1.29929 -0.47659
C -0.09759 -0.42652 -1.67516
C 0.63484 0.64053 -1.35991
C 0.84193 0.70350 0.11486
O 1.12003 1.80692 0.76782
H -1.84923 0.82042 0.37483
H -1.99670 -0.29638 1.74522
H -1.00513 1.17915 1.88628
H 0.42046 -0.88324 1.54692
H -1.41641 -1.67846 -0.45911
H 0.27663 -2.17356 -0.49154
H -0.44488 -0.67563 -2.67624
H 1.00595 1.42180 -2.01469
H 2.18660 -0.01281 0.18883
H 2.09456 0.87795 0.59957
*
```

***

Computed, not measured: C6H10O as an isolated structure, with the ωB97M-V functional and the def2-TZVPD basis.

- E_HOMO (alpha / beta) (eV) = -7.359 / -7.258
- ΔE to the lowest compared entry with this formula, charge and spin (eV) = 5.136

```
! RIJCOSX wB97M-V def2-TZVPD def2/J DEFGRID3
* xyz 0 1
C -1.13180 -0.05101 0.78006
C -0.29544 -1.92928 -0.66680
O 0.71217 -1.09671 -0.95344
C 1.32763 -0.51991 0.17582
C 1.57038 0.91554 -0.00121
C 0.46699 1.67782 -0.22092
C -0.93837 1.10093 -0.21947
H -1.08445 0.28301 1.82920
H -2.08404 -0.56531 0.62473
H -0.19909 -2.61822 0.17682
H -0.83849 -2.25617 -1.55476
H 0.17208 -0.51939 0.83169
H 2.03772 -1.18015 0.67924
H 2.55954 1.36221 0.12303
H 0.57114 2.75364 -0.37677
H -1.18956 0.73492 -1.22937
H -1.65639 1.90808 0.00213
*
```

***

Computed, not measured: a 2-piece molecular cluster, C6H10O overall, with the ωB97M-V functional and the def2-TZVPD basis.

- E_HOMO (eV) = -9.408
- SMILES = O=C1CC=CCC1.[H][H]
- ΔE to the lowest compared entry with this formula, charge and spin (eV) = 0.867

```
! RIJCOSX wB97M-V def2-TZVPD def2/J DEFGRID3
* xyz 0 1
O -1.39962 0.79253 1.42539
C -0.68379 0.62151 0.46156
C 0.31425 1.66952 0.00677
C 1.61152 1.05229 -0.45608
C 1.78480 -0.25774 -0.62460
C 0.69839 -1.27940 -0.40746
C -0.69804 -0.63755 -0.37914
H -0.14671 2.24178 -0.81323
H 0.47069 2.37490 0.82949
H 2.44032 1.73555 -0.63162
H 2.76105 -0.63141 -0.92826
H 0.88019 -1.81466 0.53477
H 0.73604 -2.03938 -1.19704
H -1.45597 -1.32609 0.00282
H -0.97377 -0.35012 -1.40324
H -3.57891 -1.33077 1.87640
H -3.05563 -0.80260 1.81664
*
```

***

Computed, not measured: one molecule with the formula C6H10O, with the ωB97M-V functional and the def2-TZVPD basis.

- E_HOMO (eV) = -9.203
- SMILES = C1C[C@H](C2CC2)O1
- ΔE to the lowest compared entry with this formula, charge and spin (eV) = 2.270

```
! RIJCOSX wB97M-V def2-TZVPD def2/J DEFGRID3
* xyz 0 1
C 1.83870 0.39680 0.48026
C 1.30448 -0.03018 -0.89285
C 0.41277 -0.98854 -0.08805
C -1.06004 -0.73268 0.06829
C -1.26824 0.41123 1.11193
C -1.83760 0.50416 -0.25008
O 1.03172 -0.55988 1.15378
H 2.88354 0.17575 0.69663
H 1.62272 1.44392 0.75563
H 2.03875 -0.51699 -1.53693
H 0.76752 0.73253 -1.46280
H 0.62597 -2.05424 -0.24380
H -1.66343 -1.64709 0.13548
H -0.48585 1.14555 1.34853
H -1.82223 0.14195 1.99913
H -2.90540 0.35888 -0.31752
H -1.41580 1.24714 -0.91932
*
```

***

Computed, not measured: one molecule with the formula C6H10O, with the ωB97M-V functional and the def2-TZVPD basis.

- E_HOMO (eV) = -8.547
- ΔE to the lowest compared entry with this formula, charge and spin (eV) = 4.926

```
! RIJCOSX wB97M-V def2-TZVPD def2/J DEFGRID3
* xyz 0 1
C -1.94981 -0.33017 0.59183
C -1.21756 0.19918 -0.63257
C 0.02030 1.06030 -0.31477
C 1.06117 -0.02235 -0.13035
C 2.43784 0.12366 0.33985
O 1.42646 -0.33999 1.22666
C 0.66392 -1.08964 -1.09095
H -1.25292 -0.72823 1.33696
H -2.51132 0.48540 1.06576
H -2.66689 -1.11434 0.32886
H -1.91286 0.67768 -1.33071
H 0.26658 1.71170 -1.15926
H -0.09912 1.67204 0.58581
H 3.18287 -0.61989 0.04810
H 2.84626 1.11329 0.55327
H 0.42265 -2.00199 -0.51071
H -0.79477 -0.63760 -1.32128
*
```

***

Which value of ΔE to the lowest compared entry with this formula, charge and spin does entry 1 give?
0.792 eV